A molecular structure, C17H24N2O4. Source: the Open Molecules 2025 dataset; level of theory: ωB97M-V/def2-TZVPD.

The total energy comes out at -1072.13020 Ha. As for the multiplicity: 1. As for the lowest unoccupied orbital energy: -0.01 eV. For the energy relative to the best compared isomer or geometry (same formula, charge and spin), the calculation gives 376.8 kcal per mole. The calculation puts the frontier orbital gap at 8.6 eV.

Last column: Mulliken charge in e.
Geometry (Å):
C: 2.3282 4.1440 -1.5995  -1.05
C: 2.4733 3.1465 -2.6534  -0.85
C: 1.5177 3.3118 -3.9152  -0.56
C: 0.0845 3.1700 -3.6853  -0.95
C: -0.2130 1.8575 -3.3940  0.73
O: -0.2034 0.9767 -4.4102  -0.69
N: 0.1413 1.4309 -2.1883  0.09
C: -0.2992 0.1146 -1.6322  -0.51
C: -0.0288 0.0234 -0.2924  -0.72
C: -0.0495 -1.2177 0.4903  0.35
C: -0.4171 -2.5066 -0.4439  -0.35
C: -0.7312 -2.2606 -1.7917  -0.13
C: -0.5903 -0.8926 -2.1994  0.84
H: -0.7027 -1.0945 -3.4099  0.32
C: -1.1063 -3.4511 -2.3850  0.31
O: -0.8747 -4.5955 -1.9403  -0.66
O: -1.2157 -3.2025 -3.5481  -0.40
H: -1.4262 -4.0978 -4.1005  0.40
H: -0.5927 -3.4498 0.2293  0.42
N: 0.3238 -1.3077 1.7523  -0.07
C: -0.0072 -2.2086 2.6649  0.74
O: -0.1691 -3.4410 2.2721  -0.69
C: 0.4640 -1.9572 4.0481  -0.71
C: -0.3082 -0.8165 4.5966  -0.89
C: -2.2338 -1.1147 4.4123  -1.09
C: -2.4085 -2.4145 5.2623  -1.09
H: -1.8935 -3.0769 4.8204  0.43
H: -3.5387 -2.5989 5.1156  0.30
H: -1.9294 -2.3192 6.2039  0.34
H: -2.1347 -1.1462 3.5027  0.75
H: -2.6103 -0.3053 4.8759  0.47
H: -0.3631 0.2789 4.1681  0.19
H: -0.2411 -0.6790 5.7386  0.46
H: 1.4962 -1.3903 4.1792  0.26
H: 0.4009 -2.6738 4.7526  0.50
H: 0.4963 -0.5528 2.0985  -0.07
H: 0.1593 0.9102 0.3396  0.22
H: 0.3707 1.9833 -1.5453  0.16
H: -0.2586 3.7280 -2.9555  0.51
H: -0.3645 3.3667 -4.8145  0.22
H: 2.0913 2.7877 -4.7056  0.34
H: 1.9330 4.4349 -4.4645  0.31
H: 2.4473 2.2675 -2.4879  0.77
H: 3.6136 3.4563 -3.0742  0.26
H: 1.1871 4.1456 -1.3639  0.19
H: 2.3707 5.1938 -1.8216  0.36
H: 3.0126 4.0433 -0.7010  0.26

---

3 unconnected molecules or ions with the total composition C17H24N2O5S. Source: the Open Molecules 2025 dataset; level of theory: ωB97M-V/def2-TZVPD.

Its SMILES is COCCCC[C@@H]1COS(=O)(=O)O1.c1ccncc1.c1ccncc1. The total energy comes out at -1545.82355 Ha. As for the multiplicity: 1. As for the lowest unoccupied orbital energy: -0.30 eV. For the energy relative to the best compared isomer or geometry (same formula, charge and spin), the calculation gives 202.7 kcal per mole. The calculation puts the frontier orbital gap at 9.2 eV.

Last column: Mulliken charge in e.
Geometry (Å):
C: 6.2217 1.8056 -0.2721  -0.49
O: 6.6727 0.5508 -0.9372  -0.36
C: 5.8703 -0.5016 -0.2864  -0.64
C: 4.4333 -0.7933 -1.0918  0.40
C: 3.7037 -2.0105 -0.2716  -0.72
C: 2.0815 -2.1186 -0.4794  -0.72
C: 1.2873 -0.6859 -0.5333  0.17
C: 1.1471 0.0848 -1.9872  -0.27
O: 0.1180 1.1361 -1.6966  -0.38
S: 0.5048 1.6117 -0.0761  0.93
O: -0.8571 1.4335 0.6451  -0.38
O: 0.9619 3.0869 -0.1889  -0.58
O: 1.6859 0.4152 0.3680  -0.36
H: 6.5534 1.8738 0.8572  0.25
H: 6.6863 2.7324 -0.8364  0.25
H: 5.0377 1.9214 -0.3701  0.15
H: 5.6045 -0.0879 0.8014  0.30
H: 6.4746 -1.4997 -0.0949  0.29
H: 4.7075 -1.1679 -2.1727  0.24
H: 3.8636 0.2286 -1.0834  -0.28
H: 4.1609 -3.0233 -0.7085  0.27
H: 4.0552 -1.9499 0.8515  0.35
H: 1.7568 -2.7885 -1.4078  0.32
H: 1.6637 -2.7044 0.4727  0.32
H: 0.1926 -0.9702 -0.2334  0.34
H: 0.9884 -0.5481 -2.9627  0.31
H: 2.0580 0.7806 -2.3182  0.25
N: -2.4353 -0.3646 4.6157  -0.54
C: -2.3578 0.3011 3.4425  -0.28
C: -3.4633 0.7044 2.7109  -0.24
C: -4.7270 0.4046 3.2086  -0.39
C: -4.8394 -0.2817 4.4134  -0.29
C: -3.6755 -0.6399 5.0745  -0.24
H: -1.3502 0.5086 3.0944  0.48
H: -3.3420 1.2389 1.7755  0.43
H: -5.6170 0.7034 2.6624  0.37
H: -5.8097 -0.5308 4.8277  0.35
H: -3.7107 -1.1736 6.0201  0.35
N: -3.1465 -0.9878 -2.5371  -0.53
C: -2.7498 0.2915 -2.3601  0.11
C: -3.6242 1.3532 -2.1921  -0.40
C: -4.9899 1.0903 -2.2102  -0.37
C: -5.4295 -0.2169 -2.3925  -0.37
C: -4.4783 -1.2124 -2.5483  -0.25
H: -1.6747 0.4460 -2.3567  0.33
H: -3.2496 2.3607 -2.0510  0.39
H: -5.7058 1.8971 -2.0831  0.38
H: -6.4870 -0.4546 -2.4120  0.37
H: -4.7713 -2.2489 -2.6899  0.37